97
Properties=species:S:1:pos:R:3:forces:R:3:lowdin_charge:R:1 method="wB97M-V/def2-TZVPD" fmax_ev_per_a=0.7 total_charge=-2 orbital_gap_ev=6.41 e_homo_ev=-3.17 energy_ev=-82068.8695 e_lumo_ev=3.25 de_lowest_kj_mol=17.5
Cs -0.856847 1.594118 0.018200 0.1 -0.5 0.4 1.012
C 4.348096 -3.902048 2.204426 0.0 0.0 0.0 -0.044
C 4.113314 -4.100828 0.700522 0.0 0.0 0.0 -0.559
C 3.427017 -5.450974 0.495090 0.0 0.0 0.0 -0.070
C 5.461278 -4.122037 -0.031794 0.0 0.0 0.0 -0.052
C 3.269764 -2.940893 0.181525 0.0 0.0 0.0 -0.161
C 3.732972 -1.631758 0.288365 0.0 0.0 0.0 -0.010
C 2.933299 -0.587278 -0.143274 0.0 0.0 0.0 -0.129
N 1.718455 -0.760369 -0.655120 0.1 0.0 -0.1 0.127
C 1.272453 -2.005293 -0.780716 0.0 0.0 0.0 -0.214
C 2.017378 -3.115094 -0.387001 0.0 0.0 0.0 0.044
C -0.100489 -2.158225 -1.347607 0.0 0.0 0.0 -0.230
C -0.892481 -3.258213 -1.020314 0.0 0.0 0.1 0.034
C -2.181782 -3.358572 -1.515744 0.0 0.0 0.0 -0.153
C -2.611928 -2.327382 -2.350015 0.0 0.0 0.0 -0.013
C -1.768939 -1.262052 -2.601991 0.0 0.1 0.0 -0.123
N -0.531821 -1.165925 -2.118884 0.0 0.0 -0.1 0.110
C -3.124050 -4.503350 -1.160224 0.0 0.0 0.0 -0.551
C -2.491684 -5.476333 -0.165320 0.0 0.0 0.0 -0.058
C -3.481261 -5.264190 -2.444044 0.0 0.0 0.0 -0.052
C -4.402726 -3.935548 -0.528703 0.0 0.0 0.0 -0.036
H 4.942699 -4.727692 2.604462 0.0 0.0 0.0 0.081
H 3.398007 -3.865183 2.740119 0.0 0.0 0.0 0.095
H 4.880192 -2.971482 2.404547 0.0 0.0 0.0 0.078
H 4.066279 -6.246077 0.885391 0.0 0.0 0.0 0.081
H 3.247182 -5.653594 -0.562828 0.0 0.0 0.0 0.085
H 2.472859 -5.498302 1.022883 0.0 0.0 0.0 0.088
H 6.080453 -4.941201 0.343315 0.0 0.0 0.0 0.080
H 6.008542 -3.190063 0.112724 0.0 0.0 0.0 0.075
H 5.315519 -4.262959 -1.104767 0.0 0.0 0.0 0.089
H 4.701490 -1.409291 0.718506 0.0 0.0 0.0 0.108
H 3.260540 0.445185 -0.060626 0.0 0.0 0.0 0.093
H 1.601068 -4.102325 -0.520650 0.0 0.0 0.0 0.099
H -0.520485 -3.975646 -0.304501 0.0 0.0 0.0 0.102
H -3.608161 -2.323150 -2.773741 0.0 0.0 0.0 0.108
H -2.105277 -0.425418 -3.206746 0.0 0.0 0.0 0.114
H -1.594800 -5.946292 -0.575406 0.0 0.0 0.0 0.085
H -3.205945 -6.269309 0.068215 0.0 0.0 0.0 0.084
H -2.227006 -4.974402 0.766786 0.0 0.0 0.0 0.073
H -2.587187 -5.684443 -2.909783 0.0 0.0 0.0 0.086
H -3.965220 -4.610694 -3.171956 0.0 0.0 0.0 0.076
H -4.167699 -6.083351 -2.214157 0.0 0.0 0.0 0.080
H -4.167899 -3.376113 0.377246 0.0 0.0 0.0 0.079
H -5.079177 -4.753309 -0.267146 0.0 0.0 0.0 0.084
H -4.929609 -3.270637 -1.213914 0.0 0.0 0.0 0.078
C 1.536058 2.921582 -3.853520 0.0 0.0 0.0 -0.060
N 2.024437 3.856075 -2.856364 0.0 0.0 0.0 -0.152
C 2.138786 5.243591 -3.266736 0.0 0.0 0.0 -0.078
C 1.895092 3.492242 -1.540965 0.0 0.0 0.0 -0.484
N 1.899342 2.283380 -1.108278 0.1 0.0 0.0 0.060
N 1.675425 4.562016 -0.669664 0.0 0.0 0.0 0.119
C 1.830448 4.402850 0.718502 0.0 0.0 0.0 -0.568
N 0.726654 4.801959 1.437532 0.0 0.0 0.0 0.152
N 2.938141 3.991998 1.202850 0.0 0.0 0.0 0.116
H 1.230038 3.481790 -4.735944 0.0 0.0 0.0 0.084
H 0.655278 2.395418 -3.478404 0.0 0.0 0.0 0.082
H 2.298724 2.193269 -4.153053 0.0 0.0 0.0 0.078
H 1.156489 5.697332 -3.419109 0.0 0.0 0.0 0.071
H 2.712885 5.283305 -4.195695 0.0 0.0 0.0 0.077
H 2.679388 5.804880 -2.508337 0.0 0.0 0.0 0.082
H 2.094213 1.622263 -1.854431 0.0 0.0 0.0 0.029
H 0.867521 5.106428 -0.974417 0.0 0.0 0.0 0.109
H -0.196463 4.786951 1.009517 0.0 0.0 0.0 0.045
H 0.769484 4.611331 2.429256 0.0 0.0 0.0 0.055
H 2.843336 3.894746 2.212145 0.0 0.0 0.0 0.013
O -6.791301 6.948767 0.181002 0.0 0.1 0.0 -0.075
C -6.083819 6.557882 -0.771022 -0.1 -0.2 0.0 -0.701
O -6.307116 6.592304 -1.996518 0.0 0.1 0.0 -0.065
C -4.737138 5.906136 -0.359892 0.0 0.1 0.0 -0.110
C -4.377857 5.798971 0.981298 0.0 0.0 0.0 -0.027
C -3.169591 5.217704 1.309316 0.0 0.0 0.0 -0.146
N -2.304530 4.742330 0.405245 0.1 0.0 0.0 0.062
C -2.648286 4.847215 -0.884436 0.0 0.0 0.0 -0.206
C -3.846837 5.415435 -1.301434 0.0 0.0 0.0 0.044
C -1.609572 4.296788 -1.847745 0.0 0.0 0.0 -0.695
O -0.730746 5.097794 -2.233702 0.0 0.0 0.0 -0.033
O -1.680878 3.067183 -2.100880 -0.1 0.3 -0.4 -0.265
H -5.056952 6.175993 1.733744 0.0 0.0 0.0 0.101
H -2.864590 5.122861 2.348246 0.0 0.0 0.0 0.097
H -4.099555 5.488362 -2.350862 0.0 0.0 0.0 0.122
C 0.464546 0.868151 4.898986 0.0 0.0 0.0 -0.257
S 0.656891 1.959146 3.492274 0.0 0.0 0.0 0.780
C 1.797150 0.922265 2.580227 0.0 0.0 0.0 -0.277
O 1.425997 3.153510 3.984575 0.0 0.0 0.0 -0.572
H 0.127386 -0.105395 4.533681 0.0 0.0 0.0 0.017
H -0.273677 1.314552 5.562861 0.0 0.0 0.0 0.051
H 1.432796 0.802094 5.397629 0.0 0.0 0.0 0.055
H 1.306094 -0.041084 2.410688 0.0 0.0 0.0 0.028
H 2.702183 0.802399 3.178807 0.0 0.0 0.0 0.067
H 2.032210 1.426288 1.641408 0.0 0.1 0.0 0.007
F -1.655208 -0.311001 2.849917 -0.1 0.0 0.0 -0.112
C -0.787884 -1.433132 2.701794 0.0 0.0 0.0 -0.247
F -0.656718 -1.497256 1.277970 0.0 0.1 0.1 -0.118
C -1.703002 -2.610977 2.970330 0.0 0.0 0.0 -0.602
F -1.057619 -3.776822 2.704320 0.0 0.0 0.0 0.083
F -2.083163 -2.657597 4.263665 0.0 0.0 0.0 0.105
F -2.860876 -2.676282 2.248271 0.0 0.0 0.0 0.084



97
Properties=species:S:1:pos:R:3:forces:R:3:lowdin_charge:R:1 method="wB97M-V/def2-TZVPD" fmax_ev_per_a=0.2 total_charge=-2 orbital_gap_ev=6.56 e_homo_ev=-3.21 energy_ev=-82069.0504 e_lumo_ev=3.35 de_lowest_kj_mol=0.0
Cs -0.455462 0.101628 -0.009552 0.0 -0.2 0.0 0.969
C -1.083805 -6.019569 -3.173456 0.0 0.0 0.0 -0.032
C -2.485758 -5.518012 -3.558610 0.0 0.0 0.0 -0.550
C -3.522357 -6.307318 -2.758767 0.0 0.0 0.0 -0.063
C -2.735637 -5.762672 -5.050849 0.0 0.0 0.0 -0.055
C -2.534768 -4.025008 -3.251241 0.0 0.1 0.0 -0.155
C -1.706551 -3.137343 -3.938718 -0.1 -0.1 0.0 -0.013
C -1.693756 -1.802902 -3.579956 -0.1 0.0 0.0 -0.132
N -2.416117 -1.307132 -2.578444 0.1 0.0 0.1 0.117
C -3.189103 -2.144396 -1.896294 0.0 0.0 0.0 -0.225
C -3.307618 -3.493041 -2.232103 0.0 0.0 0.0 0.033
C -3.835252 -1.585662 -0.663947 0.0 -0.1 0.0 -0.226
C -4.295144 -2.430391 0.347371 0.0 0.0 0.0 0.045
C -4.820128 -1.902214 1.516993 0.0 0.0 0.0 -0.153
C -4.836712 -0.512261 1.621925 0.0 0.0 0.0 -0.012
C -4.355241 0.252097 0.574309 0.0 0.0 0.0 -0.126
N -3.869969 -0.260563 -0.551888 0.0 0.0 -0.1 0.102
C -5.309552 -2.772098 2.670609 0.0 0.0 0.0 -0.550
C -5.315338 -4.258845 2.311280 0.0 0.0 0.0 -0.059
C -6.739406 -2.363498 3.049723 0.0 0.0 0.0 -0.054
C -4.377758 -2.557709 3.871234 0.0 0.0 0.0 -0.032
H -1.022941 -7.102872 -3.311521 0.0 0.0 0.0 0.083
H -0.853472 -5.775245 -2.133539 0.0 0.0 0.0 0.076
H -0.318632 -5.553637 -3.798053 0.0 0.0 0.0 0.080
H -3.467821 -7.360677 -3.043127 0.0 0.0 0.0 0.082
H -4.537571 -5.956486 -2.961207 0.0 0.0 0.0 0.087
H -3.332151 -6.242714 -1.687755 0.0 0.0 0.0 0.070
H -2.669106 -6.831968 -5.267291 0.0 0.0 0.0 0.079
H -2.002602 -5.250657 -5.674628 0.0 0.0 0.0 0.072
H -3.729535 -5.414886 -5.342230 0.0 0.0 0.0 0.087
H -1.049232 -3.476141 -4.729295 0.0 0.0 0.0 0.108
H -1.046056 -1.095876 -4.087992 0.0 0.0 0.0 0.095
H -3.955188 -4.136256 -1.656553 0.0 0.0 0.0 0.099
H -4.192795 -3.498753 0.239167 0.0 0.0 0.0 0.094
H -5.196062 -0.017043 2.514699 0.0 0.0 0.0 0.108
H -4.337271 1.334773 0.645996 0.0 0.0 0.0 0.114
H -5.949017 -4.456090 1.442954 0.0 0.0 0.0 0.089
H -5.711516 -4.829876 3.153952 0.0 0.0 0.0 0.084
H -4.311731 -4.628792 2.102671 0.0 0.0 0.0 0.067
H -7.418292 -2.498740 2.204782 0.0 0.0 0.0 0.088
H -6.795618 -1.321320 3.364699 0.0 0.0 0.0 0.073
H -7.093751 -2.982750 3.877364 0.0 0.0 0.0 0.080
H -3.355630 -2.839537 3.619092 0.0 0.0 0.0 0.085
H -4.707254 -3.169836 4.714853 0.0 0.0 0.0 0.085
H -4.374844 -1.513544 4.188448 0.0 0.0 0.0 0.083
C -2.200509 3.263538 -2.994583 0.0 0.0 0.0 -0.058
N -0.780382 3.354711 -3.274099 0.0 0.0 0.0 -0.150
C -0.223698 4.684695 -3.438154 0.0 0.0 0.0 -0.076
C -0.008798 2.265539 -2.966349 0.0 0.0 0.0 -0.483
N -0.435575 1.052408 -2.933654 0.0 0.0 0.1 0.061
N 1.304011 2.574585 -2.611479 0.0 0.0 0.0 0.120
C 2.290681 1.572358 -2.546468 0.0 0.0 0.0 -0.567
N 2.917860 1.506108 -1.326937 0.0 0.0 -0.1 0.156
N 2.570173 0.874789 -3.579877 0.0 0.0 0.0 0.114
H -2.609098 4.271622 -2.947581 0.0 0.0 0.0 0.083
H -2.370010 2.786994 -2.025655 0.0 0.0 0.0 0.082
H -2.743314 2.711146 -3.770126 0.0 0.0 0.0 0.080
H -0.202482 5.229564 -2.491506 0.0 0.0 0.0 0.071
H -0.829579 5.227276 -4.168602 0.0 0.0 0.0 0.077
H 0.788802 4.608427 -3.826912 0.0 0.0 0.0 0.083
H -1.406263 0.994644 -3.226031 0.0 0.0 0.0 0.017
H 1.323604 3.277027 -1.870068 0.0 0.0 0.0 0.108
H 2.452673 1.846665 -0.488558 0.0 0.0 0.0 0.043
H 3.556473 0.730762 -1.210599 0.0 0.0 0.0 0.054
H 3.265531 0.174851 -3.326404 0.0 0.0 0.0 0.016
O 2.691258 4.328903 5.874639 0.0 0.0 0.0 -0.074
C 1.816856 4.667332 5.050173 0.0 0.0 0.0 -0.702
O 0.973807 5.582748 5.111724 0.0 0.0 0.0 -0.064
C 1.775372 3.815083 3.754824 0.0 0.0 0.0 -0.109
C 2.654827 2.749780 3.574635 0.0 0.0 0.0 -0.025
C 2.586921 2.012278 2.410768 0.0 0.0 0.0 -0.144
N 1.710699 2.256908 1.427073 0.0 0.0 0.0 0.042
C 0.869298 3.284152 1.596960 0.0 0.0 0.0 -0.207
C 0.871840 4.078659 2.738060 0.0 0.0 0.0 0.045
C -0.091474 3.500311 0.437414 0.0 0.0 0.0 -0.691
O 0.288950 4.284300 -0.459310 0.0 0.0 0.0 -0.035
O -1.143730 2.812158 0.457326 0.0 0.2 0.0 -0.212
H 3.370538 2.529179 4.354804 0.0 0.0 0.0 0.102
H 3.261747 1.176871 2.242097 0.0 0.0 0.0 0.099
H 0.179074 4.901600 2.851527 0.0 0.0 0.0 0.123
C 2.958250 -3.677719 -0.577147 0.0 0.0 0.0 -0.258
S 2.647864 -1.944338 -0.893210 0.0 0.0 0.0 0.779
C 1.469448 -2.182835 -2.218126 -0.1 0.0 0.0 -0.277
O 3.906629 -1.394631 -1.502094 0.0 0.0 0.0 -0.569
H 2.008214 -4.166711 -0.348016 0.0 0.0 0.0 0.013
H 3.639455 -3.740427 0.269186 0.0 0.0 0.0 0.051
H 3.423124 -4.097107 -1.470604 0.0 0.0 0.0 0.056
H 0.629828 -2.759537 -1.819772 0.0 0.0 0.0 0.031
H 1.963727 -2.725615 -3.025947 0.0 0.0 0.0 0.067
H 1.145844 -1.201387 -2.572593 0.0 0.0 0.0 0.010
F 0.425538 -3.459514 1.308000 0.0 0.0 0.0 -0.090
C -0.327052 -4.152418 0.319924 0.0 0.0 -0.1 -0.239
F -1.256851 -3.136593 -0.091630 0.1 0.1 0.1 -0.128
C -1.217402 -5.055549 1.154281 0.0 0.0 0.0 -0.599
F -2.191024 -5.613470 0.381952 0.0 0.0 0.0 0.080
F -0.519110 -6.073767 1.693764 0.0 0.0 0.0 0.108
F -1.882450 -4.475683 2.195048 0.0 0.0 0.0 0.085